Record 1
45
Properties=species:S:1:pos:R:3 method="wB97M-V/def2-TZVPD" homo_energy_ev=2.7 charge=-3 lumo_ev=4.766 de_lowest_kcal_mol=31.6 total_energy_ev=-40025.7024
Rb 0.63 0.88 0.38
O 4.40 1.31 -0.77
C 4.22 0.94 0.59
C 3.89 2.00 1.72
O 2.73 2.95 1.59
H 5.08 0.38 0.95
H 3.47 0.15 0.60
H 4.77 2.57 1.99
H 3.71 1.37 2.59
C -0.64 -0.23 -4.31
C 0.16 0.72 -3.63
C 0.60 2.00 -4.45
O 1.59 2.71 -4.20
C -0.22 2.38 -5.61
C -1.09 1.49 -6.10
C -1.27 0.11 -5.44
O -1.93 -0.86 -6.05
O -1.80 1.94 -7.06
O 0.54 0.66 -2.40
H -0.72 -1.21 -3.87
H -0.07 3.40 -5.93
C -3.01 0.67 4.02
O -1.79 -0.01 4.40
C -0.52 0.37 3.95
O -0.47 1.30 3.14
O 0.42 -0.40 4.57
C 1.80 -0.15 4.34
H -3.84 0.37 4.65
H -3.26 0.43 2.98
H -3.05 1.76 3.95
H 2.06 0.90 4.51
H 2.01 -0.20 3.28
H 2.46 -0.87 4.83
C 0.19 -2.89 -1.26
O -1.04 -3.20 -0.83
C -1.69 -2.42 0.06
O -1.23 -1.35 0.47
O -2.85 -2.91 0.36
C -3.73 -2.25 1.33
H 0.11 -2.15 -2.06
H 0.65 -3.85 -1.48
H 0.84 -2.43 -0.52
H -3.17 -1.66 2.06
H -4.38 -2.98 1.82
H -4.57 -1.76 0.84

***

Record 2
103
Properties=species:S:1:pos:R:3 method="wB97M-V/def2-TZVPD" homo_energy_ev="-12.6 / -13.2" charge=+2 spin_multiplicity=3 lumo_ev="-6.386 / -6.941" s_squared=2.013 total_energy_ev=-206148.4413
W -0.46 0.45 -0.05
C -3.29 -0.72 0.01
N -1.99 -1.36 0.26
C -1.96 -1.94 1.63
C -1.53 -0.96 2.69
C -1.93 -1.14 4.00
C -1.40 -0.32 4.99
C -0.49 0.66 4.62
C -0.17 0.79 3.29
N -0.67 0.01 2.33
C -1.67 -2.40 -0.74
C -1.12 -1.83 -2.02
C -1.34 -2.46 -3.23
C -0.72 -1.98 -4.38
C 0.12 -0.88 -4.26
C 0.28 -0.29 -3.03
N -0.33 -0.75 -1.92
C -3.39 0.58 0.77
C -4.58 1.06 1.25
C -4.62 2.31 1.85
C -3.44 3.03 1.96
C -2.28 2.49 1.46
N -2.23 1.29 0.85
H -4.12 -1.38 0.29
H -3.39 -0.51 -1.06
H -1.22 -2.74 1.65
H -2.93 -2.37 1.87
H -2.63 -1.92 4.25
H -1.68 -0.46 6.03
H -0.03 1.30 5.36
H 0.54 1.55 2.96
H -2.54 -3.03 -0.95
H -0.88 -3.03 -0.32
H -1.99 -3.32 -3.28
H -0.90 -2.44 -5.34
H 0.63 -0.47 -5.12
H 0.89 0.59 -2.90
H -5.48 0.47 1.14
H -5.56 2.73 2.21
H -3.41 4.00 2.43
H -1.34 3.01 1.52
Se 1.32 1.92 0.28
P -0.71 3.39 -1.41
Se -1.97 1.62 -1.97
C -1.76 4.86 -1.31
C -1.10 6.00 -0.84
C -1.77 7.20 -0.77
C -3.10 7.27 -1.15
C -3.76 6.13 -1.61
C -3.10 4.92 -1.68
C 0.30 3.65 -2.91
C 1.69 3.68 -2.81
C 2.46 3.87 -3.95
C 1.84 4.03 -5.18
C 0.45 4.00 -5.28
C -0.32 3.81 -4.15
H -0.05 5.93 -0.54
H -1.26 8.09 -0.42
H -3.63 8.21 -1.09
H -4.79 6.20 -1.93
H -3.61 4.02 -2.02
H 2.17 3.57 -1.85
H 3.53 3.91 -3.88
H 2.44 4.17 -6.07
H -0.03 4.14 -6.24
H -1.41 3.78 -4.21
C 3.38 -0.29 2.61
C 3.55 -1.29 1.46
C 4.43 -2.46 1.91
C 4.18 -0.58 0.26
Si 1.85 -2.07 0.90
O 0.71 -1.01 0.38
C 2.30 -3.16 -0.59
C 2.46 -2.56 -1.84
C 2.83 -3.30 -2.95
C 3.06 -4.66 -2.84
C 2.95 -5.27 -1.60
C 2.58 -4.52 -0.48
C 1.09 -3.08 2.30
C 1.08 -2.65 3.63
C 0.62 -3.47 4.65
C 0.12 -4.73 4.36
C 0.08 -5.17 3.05
C 0.56 -4.35 2.03
H 4.30 0.28 2.73
H 3.18 -0.79 3.55
H 2.58 0.43 2.41
H 5.40 -2.06 2.23
H 4.62 -3.16 1.09
H 4.00 -3.00 2.75
H 5.12 -0.12 0.57
H 3.54 0.22 -0.12
H 4.40 -1.27 -0.55
H 2.35 -1.49 -1.93
H 2.97 -2.80 -3.91
H 3.36 -5.24 -3.70
H 3.16 -6.32 -1.49
H 2.52 -5.01 0.48
H 1.45 -1.66 3.89
H 0.67 -3.12 5.68
H -0.22 -5.38 5.16
H -0.31 -6.15 2.81
H 0.54 -4.72 1.01

***

Record 3
20
Properties=species:S:1:pos:R:3 method="wB97M-V/def2-TZVPD" smiles="[H]/N=N/N=C.CCCN" homo_energy_ev=-8.6 charge=0 lumo_ev=0.477 de_lowest_kcal_mol=93.7 total_energy_ev=-10299.2064
H 1.94 1.84 1.44
N 0.93 1.69 1.41
N 0.67 0.54 1.82
N -0.37 0.00 2.13
C -1.17 -0.97 2.01
H -1.77 -1.24 2.87
H -1.30 -1.51 1.08
C 1.07 -1.31 -0.63
C 0.68 -0.06 -1.42
C -0.83 0.31 -1.39
N -1.24 1.46 -0.60
H 0.36 -2.10 -0.79
H 1.15 -1.11 0.43
H 2.06 -1.66 -0.98
H 0.95 -0.22 -2.45
H 1.25 0.80 -1.06
H -1.14 0.54 -2.41
H -1.42 -0.55 -1.06
H -1.16 1.29 0.40
H -0.66 2.26 -0.81

***

Record 4
18
Properties=species:S:1:pos:R:3 method="wB97M-V/def2-TZVPD" smiles="CC(=O)N(C)C.O" homo_energy_ev=-9.0 charge=0 lumo_ev=0.638 de_lowest_kcal_mol=41.7 total_energy_ev=-9910.4326
C 0.65 -0.02 -1.95
C -0.12 -0.36 -0.76
O -0.09 -1.44 -0.22
N -0.52 0.77 0.04
C -1.03 0.48 1.28
C -0.52 2.07 -0.55
H -0.06 0.56 -2.74
H 0.94 -0.99 -2.50
H 1.59 0.65 -1.78
H -2.11 0.14 1.11
H -0.46 -0.29 1.77
H -1.18 1.46 1.80
H -0.93 1.91 -1.53
H 0.50 2.65 -0.61
H -1.27 2.74 -0.11
O 1.84 -3.42 2.57
H 1.22 -4.12 2.36
H 1.55 -2.80 1.84